{
  "formula": "C21H31N3O5S2",
  "method": "wB97M-V/def2-TZVPD",
  "symbols": ["C", "C", "O", "C", "C", "C", "N", "C", "O", "C", "N", "C", "O", "C", "S", "C", "C", "C", "S", "O", "O", "N", "C", "C", "C", "C", "C", "C", "C", "C", "C", "H", "H", "H", "H", "H", "H", "H", "H", "H", "H", "H", "H", "H", "H", "H", "H", "H", "H", "H", "H", "H", "H", "H", "H", "H", "H", "H", "H", "H", "H", "H"],
  "coordinates": [[0.8663, 1.0999, 3.7013], [2.1785, 1.3933, 2.9796], [2.0569, 1.5293, 1.5781], [1.5139, 2.7713, 1.1612], [1.7594, 2.9882, -0.3310], [3.2171, 2.7512, -0.7380], [3.5270, 1.3394, -0.7949], [3.6397, 0.6906, -1.9657], [3.6905, 1.2404, -3.0465], [3.7813, -0.8317, -1.8618], [2.8966, -1.4623, -0.8953], [3.4361, -2.4324, -0.0979], [4.6168, -2.7004, -0.1020], [2.4415, -3.1632, 0.7732], [1.5518, -1.9541, 1.7921], [0.8977, -1.0413, 0.4401], [-0.2886, -0.3431, 0.5971], [-0.8233, 0.3521, -0.4645], [-2.2459, 1.3992, -0.1626], [-2.3339, 2.3322, -1.2470], [-2.1108, 1.9002, 1.1769], [-3.5680, 0.4252, -0.2138], [-4.1835, 0.1407, -1.4812], [-3.5959, -1.0676, -2.2289], [-3.1162, -2.2065, -1.3242], [-4.0386, -2.5215, -0.1431], [-3.6985, -1.6971, 1.0989], [-4.0674, -0.2161, 0.9721], [-0.2290, 0.3049, -1.7117], [0.9653, -0.3741, -1.8720], [1.5792, -1.0026, -0.7872], [0.0953, 1.8080, 3.4086], [1.0216, 1.1704, 4.7744], [0.5262, 0.0951, 3.4653], [2.6332, 2.3060, 3.3937], [2.8739, 0.5617, 3.1268], [1.9996, 3.5773, 1.7330], [0.4336, 2.8075, 1.3556], [1.1183, 2.3236, -0.9099], [1.4779, 4.0143, -0.5675], [3.3986, 3.1518, -1.7375], [3.8926, 3.2340, -0.0261], [3.3673, 0.8407, 0.0690], [3.6289, -1.2519, -2.8616], [4.8037, -1.0726, -1.5506], [2.9683, -3.8445, 1.4379], [1.7142, -3.7109, 0.1703], [-0.7719, -0.2981, 1.5588], [-4.0679, 1.0368, -2.0944], [-5.2517, -0.0144, -1.3017], [-2.7511, -0.7427, -2.8386], [-4.3660, -1.4407, -2.9070], [-2.1245, -1.9640, -0.9352], [-3.0078, -3.0981, -1.9463], [-3.9277, -3.5772, 0.1154], [-5.0800, -2.3624, -0.4263], [-2.6300, -1.7948, 1.3002], [-4.2365, -2.0985, 1.9604], [-3.6613, 0.3454, 1.8151], [-5.1595, -0.1128, 0.9835], [-0.6792, 0.8429, -2.5302], [1.4457, -0.3759, -2.8365]],
  "forces_ev_per_a": [[0.28, 0.10, -0.36], [0.09, -0.04, 0.34], [0.06, -0.04, -0.16], [-0.19, 0.29, -0.20], [0.23, -0.20, 0.35], [-0.22, 0.24, -0.11], [0.07, -0.01, 0.32], [0.20, -0.37, 0.32], [-0.03, 0.05, -0.43], [0.25, 0.04, -0.41], [0.12, 0.34, -0.16], [0.03, -0.46, 0.42], [0.09, -0.13, 0.00], [-0.20, 0.15, 0.21], [0.20, -0.02, -0.13], [-0.08, -0.22, -0.07], [0.17, -0.09, -0.02], [-0.38, 0.51, 0.08], [-0.10, -0.20, 0.00], [0.05, -0.27, -0.22], [0.00, -0.31, 0.08], [0.75, 0.83, 0.05], [0.01, -0.06, -0.82], [0.01, 0.00, 0.18], [-0.19, -0.01, -0.13], [0.33, -0.04, 0.11], [-0.32, 0.15, -0.14], [0.14, -0.35, 0.77], [-0.02, 0.00, -0.05], [-0.11, -0.14, 0.05], [-0.61, 0.12, 0.17], [-0.12, 0.07, 0.04], [-0.03, -0.02, 0.13], [-0.10, -0.09, 0.04], [0.00, -0.10, -0.05], [-0.03, 0.14, 0.06], [-0.04, -0.05, -0.02], [0.11, 0.03, 0.07], [0.00, 0.07, -0.06], [-0.08, 0.05, -0.01], [0.05, 0.01, 0.18], [0.00, 0.06, -0.08], [0.01, -0.14, -0.13], [0.02, 0.16, 0.10], [-0.21, 0.07, -0.11], [0.03, 0.07, -0.11], [0.07, -0.02, -0.01], [-0.03, -0.05, 0.19], [-0.25, -0.13, -0.06], [0.08, 0.07, 0.08], [-0.04, 0.02, -0.11], [0.02, 0.02, -0.09], [0.05, -0.07, -0.02], [0.09, 0.02, 0.01], [-0.10, 0.01, -0.02], [-0.17, -0.08, 0.00], [0.04, -0.03, 0.06], [0.05, 0.01, 0.09], [-0.24, -0.11, 0.08], [0.09, 0.07, -0.03], [0.02, 0.07, -0.16], [0.08, 0.04, -0.12]],
  "multiplicity": 1,
  "relative_energy_kcal_mol": 6.2,
  "energy_ev": -58659.37106,
  "smiles": "CCOCCCNC(=O)CN1C(=O)CSc2cc(S(=O)(=O)N3CCCCCC3)ccc21"
}